# 1
Molecular formula: CH2ClN3O3
Method: DFT, the ωB97M-V functional and the def2-TZVPD basis

```
10
Properties=species:S:1:pos:R:3:forces:R:3
N 0.051355 0.135036 -0.300577 -0.425 -0.740 -2.210
O 1.225872 1.866234 3.240435 0.135 0.331 -0.544
Cl 2.410869 2.872098 0.945997 0.531 0.670 0.206
N 0.846537 1.327566 2.228347 -0.016 -0.787 0.877
C 0.950813 1.032464 -0.572874 -0.468 0.499 2.118
O 0.062421 0.365612 2.228120 -0.528 -0.088 0.301
O 1.526737 1.576399 -1.417450 0.524 0.076 -0.870
N 1.272619 1.669923 1.013776 0.522 0.409 -1.565
H -0.183511 0.177356 0.667213 -0.848 -0.903 1.364
H -0.468736 -0.401347 -0.999674 0.574 0.533 0.324
```
Positions in Å, forces in eV/Å.

The calculation puts the energy above the lowest of the compared OMol25 structures with the same formula, charge and spin at 4.2 kcal/mol. For the LUMO energy, the calculation gives 0.403 eV. As for the HOMO-LUMO gap: 10.6 eV. The SMILES is NC(=O)N(Cl)[N+](=O)[O-].



# 2
Molecular formula: C5H10O2
Method: DFT, the ωB97M-V functional and the def2-TZVPD basis

```
17
Properties=species:S:1:pos:R:3:forces:R:3
H 1.069298 1.296336 1.865584 0.223 0.202 -0.233
C 0.636237 1.039479 0.900533 -2.881 1.688 0.776
C 0.425592 -0.399336 0.671519 -2.359 -0.199 -1.134
H 1.714549 -0.547770 -1.076693 -0.084 0.010 0.058
C 1.459062 -1.113351 -0.176032 0.091 -0.058 -0.059
H 0.250928 -0.920498 1.615365 -0.001 -0.033 -0.108
H -2.220933 0.057367 -1.797195 0.095 -0.079 0.102
O -1.930243 -1.132135 0.430958 0.446 1.463 -0.257
C -1.105925 -0.357294 -0.033420 1.918 -3.400 0.345
H 1.089267 -2.094204 -0.488849 0.096 0.070 0.096
H 1.057133 1.595991 0.063536 0.020 -0.051 0.190
H 2.385325 -1.254452 0.390097 -0.077 -0.065 -0.081
H -0.564752 -0.449932 -2.128117 0.119 -0.107 0.236
H -0.908237 1.189155 -1.533783 0.181 -0.054 0.004
C -1.186738 0.138820 -1.452872 -0.636 0.771 -0.036
H -1.283549 1.356963 1.801826 0.416 0.000 -0.194
O -0.887015 1.594860 0.947542 2.433 -0.161 0.296
```
Positions in Å, forces in eV/Å.

The calculation puts the energy above the lowest of the compared OMol25 structures with the same formula, charge and spin at 52.0 kcal/mol. For the LUMO energy, the calculation gives 0.899 eV. As for the HOMO-LUMO gap: 9.9 eV. The SMILES is CC(=O)[C@@H](C)CO.



# 3
Molecular formula: C12AlB3O24
Method: DFT, the ωB97M-V functional and the def2-TZVPD basis

```
40
Properties=species:S:1:pos:R:3:forces:R:3
C 17.572265 -17.597236 -5.628105 3.606 -3.440 -1.847
O 15.869079 -12.421865 -6.818139 -0.246 -1.491 0.748
O 13.480672 -5.801658 -12.177363 0.979 -1.349 0.438
C 11.558149 -3.938874 -10.339829 -0.739 4.496 3.306
O 14.798193 -15.753457 -6.441171 -0.424 1.146 -0.335
O 11.159737 -5.641451 -11.699890 2.365 -6.198 -2.609
O 12.574438 -4.726214 -10.159668 0.226 0.015 -0.072
O 16.279695 -16.150672 -4.434235 0.017 -0.625 -0.347
O 19.996607 -15.282442 -9.858925 -0.394 -1.888 0.908
O 18.391551 -18.536692 -5.797083 -3.238 3.488 0.015
O 11.283366 -2.875156 -9.754601 1.143 -3.499 -2.025
O 13.555402 -13.976669 -7.414361 2.706 -2.561 2.122
O 9.490840 -4.230113 -11.619237 1.371 -0.268 0.264
O 19.667232 -14.832246 -7.609774 0.974 -1.157 1.522
O 16.897484 -11.950022 -9.424643 0.844 -0.397 0.485
O 20.256205 -12.963792 -9.111274 -1.015 -0.050 0.219
O 15.071439 -7.371393 -12.802484 -0.393 0.768 0.114
C 17.926613 -12.552001 -9.230870 -0.441 -1.204 -1.159
O 19.619311 -10.824621 -9.577305 -0.128 -0.916 0.256
O 20.527830 -17.576158 -9.545661 -1.962 4.494 0.811
C 14.158746 -6.992850 -12.135367 0.308 0.501 -1.221
Al 14.114828 -11.145622 -8.870510 0.547 -0.269 0.076
O 13.776004 -9.029655 -10.859870 -0.213 0.828 0.145
C 19.378687 -11.967255 -9.320800 0.794 0.758 0.129
C 15.774599 -13.600413 -6.479603 -2.783 2.802 -2.522
C 13.496777 -7.865435 -11.089344 0.657 -1.587 0.289
C 17.122658 -17.186187 -4.260797 -0.580 1.158 3.893
O 16.630418 -14.367360 -6.030815 3.322 -2.224 1.589
B 19.522119 -14.231907 -8.892070 -0.475 1.201 -2.054
C 14.516524 -14.494624 -6.797262 -2.315 2.175 -2.115
B 12.482919 -5.846136 -11.114927 0.955 0.147 -0.534
O 20.459103 -16.865310 -6.783075 -1.288 3.844 -3.652
B 16.154470 -15.776349 -5.888365 0.422 -0.107 1.622
O 12.606260 -7.150485 -10.492525 -1.188 0.167 1.150
C 20.156121 -16.437856 -9.187570 2.728 -2.730 -3.065
C 10.603859 -4.644925 -11.355089 -5.381 5.596 1.096
O 18.086624 -13.883015 -9.151344 -0.172 0.958 0.568
O 17.519812 -17.616487 -3.197681 -0.880 0.639 -2.262
O 17.063483 -16.757376 -6.493217 0.288 -0.545 -1.050
C 20.146685 -16.054121 -7.704077 0.000 -2.674 5.106
```
Positions in Å, forces in eV/Å.

The calculation puts the energy above the lowest of the compared OMol25 structures with the same formula, charge and spin at 45.0 kcal/mol. For the LUMO energy, the calculation gives -9.039 eV. As for the HOMO-LUMO gap: 1.0 eV.



# 4
Molecular formula: C16H26N4O4
Method: DFT, the ωB97M-V functional and the def2-TZVPD basis

```
50
Properties=species:S:1:pos:R:3:forces:R:3
H -1.022985 -1.386452 3.130965 -0.041 0.035 -0.056
N -1.232913 -0.863381 -3.142682 0.217 -0.168 -0.044
C 0.148354 -3.229704 3.112403 0.324 1.236 0.924
H 0.777829 -5.040570 6.080681 0.058 0.021 -0.313
H 0.091593 4.294346 0.483991 0.160 -0.001 -0.211
H -0.838252 -1.956029 5.117502 0.849 -1.046 0.202
H -1.526492 -0.020302 1.127622 0.381 0.137 -0.375
H -2.120886 -2.356495 -1.970356 -0.097 0.081 0.376
H -2.272260 1.902230 -4.797449 0.197 -0.118 -0.371
C -0.597846 0.272674 -2.769596 0.360 0.182 -0.967
O 2.270054 -3.852620 5.219655 -0.333 -0.190 0.155
O 1.099902 3.130130 -3.818759 0.266 0.237 0.070
H -0.395885 0.104096 -5.409137 -0.169 0.303 0.734
H -2.685220 -1.186732 0.615196 0.395 -0.049 -0.356
H 3.390505 2.802001 -0.658792 -0.771 0.634 0.416
H -1.173109 3.103082 -5.540318 0.107 -0.608 0.402
C 0.400605 4.638220 -0.509487 -0.567 -1.058 -0.496
H 2.081481 -3.048805 5.757832 -0.199 -0.982 -0.597
C -0.999349 -2.323370 2.570636 0.735 -0.920 -0.692
C -0.241566 1.145733 -5.084852 0.869 0.301 -0.174
C -1.420507 2.024001 -5.483638 -0.215 0.479 -1.034
H -1.714309 1.774535 -6.537798 -0.005 -0.019 0.981
H -1.946953 -2.849414 2.714302 -0.167 0.180 -0.105
H 1.057043 -2.571743 3.144356 -0.546 -0.772 0.034
N -1.323095 -0.612746 -0.896827 0.298 -0.762 -0.699
H 3.048190 4.382599 0.131905 -0.264 -0.234 -0.299
N 0.014275 1.197763 -3.610976 -0.304 -0.884 0.186
C -1.615874 -0.917785 0.517418 -0.894 -0.115 -0.117
C -0.745669 -2.025350 1.056099 -0.358 0.036 1.390
C 1.073232 -4.648403 5.092917 -0.050 1.315 -0.084
C 2.585131 3.434660 -0.185706 1.060 -0.718 -0.677
N 0.800186 2.452402 -1.681985 -0.775 -1.423 -0.098
C 1.436737 3.687213 -1.154327 0.361 1.087 0.645
H 1.925578 4.241587 -1.966294 -0.760 -0.670 -0.332
C 0.098904 1.558224 -0.865455 -0.283 0.410 2.559
H -0.861050 -2.932769 0.490229 -0.238 -0.483 -0.314
H 1.249356 -5.504557 4.394496 0.095 0.828 0.552
H 2.240804 2.933683 0.689579 -0.232 -0.433 0.719
C -1.605534 -1.409364 -2.003613 -0.146 1.269 0.913
H -0.975244 -4.359482 4.628264 -0.655 -0.059 -0.052
H 0.816972 5.632025 -0.428647 0.036 0.266 -0.079
C -0.582326 0.445171 -1.428187 -0.219 -0.098 -0.939
C 0.665570 2.290049 -3.049080 0.317 1.008 -2.265
C -0.082396 -3.756256 4.552091 0.970 0.879 -0.488
H 0.280110 -1.743652 0.940797 0.796 0.310 -0.043
O 0.020394 1.708264 0.348013 0.547 0.621 0.400
O -0.142874 -2.593360 5.409954 -0.760 0.025 0.115
H 0.373405 -4.052937 2.461199 -0.095 -0.452 -0.559
H -0.498727 4.633271 -1.153088 0.341 0.365 0.300
H 0.675109 1.454320 -5.641053 -0.594 0.019 0.763
```
Positions in Å, forces in eV/Å.

The calculation puts the energy above the lowest of the compared OMol25 structures with the same formula, charge and spin at 64.6 kcal/mol. For the LUMO energy, the calculation gives 0.594 eV. As for the HOMO-LUMO gap: 9.0 eV. The SMILES is CCn1c(=O)n(C(C)C)c(=O)c2c1ncn2CCCC[C@H](O)CO.



# 5
Molecular formula: C4H12AlO2
Method: DFT, the ωB97M-V functional and the def2-TZVPD basis

```
19
Properties=species:S:1:pos:R:3:forces:R:3
H 0.513063 -3.870669 1.197256 -0.705 -0.178 0.022
C -0.914814 3.756151 -1.043189 -1.891 -0.751 -0.372
H -2.115823 4.566489 0.436804 -0.833 0.407 1.184
C -1.994050 3.561994 0.031531 3.152 0.302 -0.083
O -1.668303 2.587258 0.993650 0.365 0.944 -1.364
H -0.029856 4.239829 -0.629676 0.519 -0.136 0.835
H -0.602828 2.833124 -1.531880 0.462 -0.072 -0.449
H -1.350597 4.428505 -1.782185 -0.147 -0.211 -0.285
H 2.837112 -3.445905 1.071987 -0.319 1.094 0.350
H 1.248255 -2.089642 -0.838741 0.435 0.373 -0.908
H 2.896513 -3.481318 -0.664300 0.546 -0.190 -0.288
H 0.397345 -4.347307 -0.493216 -0.350 -0.637 -0.879
C 2.373480 -3.899265 0.195844 2.013 -1.039 -0.249
C 0.921488 -3.692109 0.202561 -0.319 1.798 2.200
H 2.662136 -4.939608 0.345674 -0.460 -0.565 -0.913
Al -1.200577 -0.350033 1.131135 -0.206 -0.059 -0.074
H -2.979313 3.412707 -0.410147 -1.133 -0.303 -0.702
O 0.739906 -2.305243 -0.053441 -0.716 -0.726 0.762
H -1.733138 3.035044 1.840334 -0.412 -0.050 1.214
```
Positions in Å, forces in eV/Å.

As for the net charge: +3. The calculation puts the energy above the lowest of the compared OMol25 structures with the same formula, charge and spin at 37.7 kcal/mol. For the LUMO energy, the calculation gives -19.365 eV. As for the HOMO-LUMO gap: 2.3 eV.



# 6
Molecular formula: C28H33AsCoN2S
Method: DFT, the ωB97M-V functional and the def2-TZVPD basis

```
66
Properties=species:S:1:pos:R:3:forces:R:3
C 1.437256 -1.584435 0.506983 -0.707 -0.626 -0.053
C 2.362534 0.319784 -0.335692 -0.491 0.376 -0.609
H 2.154227 5.106620 -3.301231 -0.006 0.013 0.033
H 4.242007 1.246499 -0.070240 -0.005 -0.044 -0.089
C 0.390068 2.612557 4.393227 -0.100 0.034 -0.053
N -1.062033 -0.528699 1.309109 -0.641 0.548 -0.099
N -1.977860 0.475139 1.795515 -0.063 -0.407 -0.135
H -2.568262 0.702819 0.997968 -0.076 0.021 0.101
H 2.676230 -0.436239 -3.318122 -0.019 -0.035 0.048
H 2.074630 -3.161779 1.773665 0.007 -0.003 -0.051
H 1.774103 1.048785 -3.041767 -0.006 0.013 0.030
H 1.257229 -3.317074 -2.114944 0.072 0.085 0.043
C 0.568619 2.415269 3.028936 -0.043 0.154 0.210
C -3.441589 4.407945 -1.304790 0.027 -0.083 -0.021
H -0.906984 3.406125 5.907472 0.003 0.014 -0.033
Co 0.071819 0.103739 -0.204839 2.669 -0.052 2.652
C -0.382384 2.853378 2.119478 0.027 0.165 0.043
H 0.757775 3.271841 -2.433341 -0.023 -0.040 0.029
H 0.533907 -3.485926 0.987926 -0.016 0.049 -0.006
C 1.690751 -0.350046 -1.403874 0.277 0.250 -0.780
C 3.250029 1.515116 -0.444984 0.211 -0.148 0.024
C 1.768730 -0.026722 -2.866933 0.124 0.095 0.045
H -2.283855 3.843923 1.878875 0.041 -0.035 0.016
C 2.138757 -0.422929 0.847848 -0.250 0.614 0.488
C 1.621504 4.737360 0.515994 0.143 0.195 -0.235
H -1.578063 -1.343456 0.978436 0.131 -0.109 -0.008
C 2.684818 -0.143508 2.217822 0.048 -0.048 -0.084
C -3.576769 2.070578 -1.910947 -0.144 0.052 -0.098
C -1.701993 3.705351 3.936045 -0.020 0.035 -0.134
C -1.522812 3.505132 2.571012 0.017 0.093 0.193
H 1.467431 4.646283 1.582101 -0.021 -0.013 0.041
H -2.558940 0.075502 2.527049 -0.090 0.001 -0.075
C 2.397843 5.779079 0.012866 -0.019 -0.049 0.062
H 3.356278 1.850277 -1.473676 -0.041 -0.013 -0.021
H 3.126728 0.848585 2.287770 0.017 -0.011 -0.045
C 1.231538 3.961398 -1.743516 0.093 0.219 0.032
C 1.136612 -2.705681 1.447843 -0.003 0.043 0.089
H 1.458778 1.922359 2.681674 0.121 -0.038 -0.081
C -2.235654 4.165190 -0.676349 -0.084 -0.178 -0.023
H -3.853986 5.407572 -1.331998 -0.004 -0.020 0.004
C -4.115549 3.345137 -1.904982 -0.037 -0.057 -0.036
H 1.918713 -0.228755 2.991787 0.013 -0.009 -0.024
H -1.699173 4.981963 -0.208085 0.059 -0.030 0.026
H 3.187610 6.725757 -1.739801 -0.004 -0.037 0.015
C -2.344730 1.818665 -1.300438 -0.135 -0.311 -0.331
As -0.094924 2.432648 0.259495 -0.599 -0.440 -0.031
H 2.917959 2.364278 0.143572 -0.026 0.024 0.102
C 1.126985 -1.548667 -0.869367 -0.426 -0.661 -0.966
S -1.654536 0.182901 -1.504644 -0.282 0.204 -0.364
C -1.712965 2.867041 -0.648445 0.045 0.198 0.115
C 2.591312 5.908759 -1.353243 -0.029 -0.038 -0.067
H -0.067502 -2.230151 -2.516295 -0.014 -0.006 0.012
H 2.846249 6.491291 0.693679 -0.010 -0.011 -0.009
H -4.097393 1.261367 -2.410623 0.023 0.053 0.012
H 0.642966 -2.377981 2.367860 0.032 -0.031 -0.014
H 0.913028 -0.437419 -3.398633 -0.017 0.021 0.008
C 0.506489 -2.646961 -1.689679 -0.020 0.025 0.116
H 1.137745 2.269278 5.098475 -0.015 0.012 -0.042
H -0.172805 -3.262676 -1.098085 0.004 0.061 -0.009
C -0.754827 3.254583 4.846224 0.047 -0.037 0.011
H 3.469845 -0.861150 2.470883 -0.024 -0.034 -0.074
H -5.067843 3.516802 -2.392129 0.035 0.003 0.016
H -2.588393 4.219007 4.289673 0.033 -0.043 -0.025
C 1.041611 3.838987 -0.368348 0.153 -0.019 -0.024
H -0.481194 -0.807842 2.089163 0.042 0.075 0.090
C 2.008294 5.000376 -2.233453 -0.007 -0.031 0.041
```
Positions in Å, forces in eV/Å.

As for the net charge: +1. For the LUMO energy (alpha / beta), the calculation gives -3.330 / -3.327 eV. As for the HOMO-LUMO gap (alpha / beta): 7.1 / 7.1 eV.